Record 1
A molecular structure, C22H23BrClIN4O8Zr, computed with the ωB97M-V functional and the def2-TZVPD basis.

- energy above the lowest of the compared OMol25 structures with the same formula, charge and spin (kJ/mol) = 164.6
- 2S+1 = 1
- total charge = +2
- E (eV) = -137457.0879

The geometry in XYZ format:
```
61
C22H23BrClIN4O8Zr, DFT the ωB97M-V functional and the def2-TZVPD basis
Zr -0.2222 0.0706 0.1168
C -3.4996 -2.4754 2.2950
C -3.5752 -2.5336 0.7959
N -4.5714 -3.1666 0.2197
C -4.6259 -3.2742 -1.1312
C -3.6431 -2.8181 -1.9600
C -3.7539 -2.9946 -3.4570
O -2.6463 -3.6992 -4.0189
C -2.5490 -2.1373 -1.3565
C -1.4216 -1.8420 -2.1717
N -0.3160 -1.1849 -1.8412
C 0.6506 -1.1781 -2.8298
C 0.3513 -1.2898 -4.1823
C 1.3502 -1.6434 -5.0647
C 2.6867 -1.9258 -4.6550
C 3.0360 -1.6250 -3.3955
C 2.0717 -1.1080 -2.4069
I 1.5386 -2.1961 0.7888
C -2.5666 -1.9203 0.0208
O -1.6434 -1.1907 0.6227
H -4.2528 -3.1379 2.7137
H -2.5112 -2.7735 2.6482
H -3.6929 -1.4637 2.6615
H -5.5024 -3.7699 -1.5333
H -4.6987 -3.4834 -3.6902
H -3.7680 -2.0213 -3.9462
H -2.7566 -4.6442 -3.8658
H -1.4475 -2.3243 -3.1402
H -0.6561 -1.1289 -4.5405
H 1.0968 -1.7383 -6.1156
H 3.4018 -2.3225 -5.3624
H 4.0609 -1.7408 -3.0593
O 4.9517 2.8950 -2.4923
C 3.9286 2.1964 -2.0145
C 3.5492 0.9389 -2.4894
C 2.4913 0.2844 -1.9045
N 1.7830 0.8268 -0.8927
C 2.1383 2.0637 -0.5088
Br 1.0382 2.8696 0.7937
C 3.1889 2.7823 -0.9986
H 5.4257 2.4291 -3.1955
H 4.0869 0.4942 -3.3142
H 2.1305 -1.7482 -1.4845
H 3.4304 3.7702 -0.6338
O -3.1067 2.1974 -1.0628
Cl -2.3302 1.0582 -1.5113
O -2.4246 0.8685 -2.9357
O -0.8170 1.4495 -1.2202
O -1.9119 1.4761 1.3383
C -2.4561 1.3438 2.6309
N -1.4764 0.8349 3.5865
C -1.9434 0.8778 4.9832
C -0.2729 0.4004 3.3021
O 0.2147 0.3086 2.1533
H -2.7803 2.3189 2.9913
H -3.3056 0.6655 2.6285
H -2.4876 2.0459 0.7901
H -2.9229 0.4070 5.0462
H -2.0131 1.9091 5.3242
H -1.2518 0.3298 5.6155
H 0.3322 0.1072 4.1579
```

These are the Mulliken partial charges, in e, on atoms 1 to 4: 0.451 -0.987 0.267 -0.591

***

Record 2
A single C24H26N6 molecule, computed with the ωB97M-V functional and the def2-TZVPD basis.

- structure (SMILES) = C=C(C)CN1CCN(c2c(CCC#N)c(C)c(C#N)c3nc4ccccc4n23)CC1
- energy above the lowest of the compared OMol25 structures with the same formula, charge and spin (kJ/mol) = 0.0
- 2S+1 = 1
- E (eV) = -34249.7593

The geometry in XYZ format:
```
56
C24H26N6, DFT the ωB97M-V functional and the def2-TZVPD basis
C -4.8298 -1.8351 0.8654
C -4.7433 -0.5564 0.5372
C -5.6658 0.4927 1.0725
C -3.6953 -0.0458 -0.4170
N -2.8550 0.9471 0.2402
C -2.0562 0.4186 1.3279
C -0.8488 -0.4058 0.8509
N -0.0553 0.4354 -0.0255
C 1.3252 0.2996 0.0018
C 2.1537 1.3729 0.2918
C 1.5490 2.7500 0.3859
C 1.9549 3.6781 -0.7766
C 1.8887 3.0057 -2.0471
N 1.8424 2.4619 -3.0519
C 3.5220 1.1687 0.5992
C 4.4398 2.3127 0.9022
C 4.0153 -0.1208 0.6822
C 5.3395 -0.3914 1.0824
N 6.4188 -0.5815 1.4219
C 3.1910 -1.2170 0.3411
N 3.4987 -2.4838 0.3067
C 2.4075 -3.1141 -0.2075
C 2.2353 -4.4653 -0.4963
C 1.0671 -4.8487 -1.1143
C 0.0988 -3.9112 -1.4796
C 0.2453 -2.5697 -1.1924
C 1.3828 -2.1749 -0.5018
N 1.8774 -0.9516 -0.0903
C -0.7921 0.9562 -1.1595
C -2.0238 1.7236 -0.6564
H -5.5860 -2.1981 1.5404
H -4.1563 -2.5759 0.4670
H -6.2937 0.0976 1.8659
H -6.3055 0.8664 0.2735
H -5.0835 1.3308 1.4497
H -3.1286 -0.8949 -0.8284
H -4.1948 0.4609 -1.2492
H -1.6969 1.2703 1.9146
H -2.6924 -0.2009 1.9618
H -1.2089 -1.3214 0.3649
H -0.2405 -0.6953 1.7100
H 0.4649 2.6457 0.4028
H 1.8507 3.2268 1.3215
H 1.2928 4.5483 -0.8071
H 2.9792 4.0353 -0.6471
H 3.9592 3.0662 1.5228
H 5.3277 1.9543 1.4176
H 4.7663 2.7839 -0.0256
H 3.0149 -5.1689 -0.2550
H 0.9044 -5.8886 -1.3551
H -0.7779 -4.2406 -2.0173
H -0.4860 -1.8617 -1.5469
H -1.1288 0.1390 -1.8161
H -0.1459 1.6050 -1.7487
H -1.6998 2.6118 -0.1022
H -2.6224 2.0543 -1.5071
```

These are the Mulliken partial charges, in e, on atoms 1 to 4: -1.050 0.542 -1.371 -0.242

***

Number 1: largest force on an atom 3.08 eV/Å. Number 2: largest force on an atom 1.12 eV/Å.